The molecule C2H4N2O in a non-equilibrium geometry. Source: OMol25; level of theory: ωB97M-V/def2-TZVPD.

Properties
- Relative energy (zero: lowest compared OMol25 entry of this formula, charge and spin): 14.7 kcal per mole
- Frontier orbital gap: 0.393 hartree
- Energy: -263.33989 Eh
- E_LUMO: 0.0242 Ha
- SMILES: [H]/N=C/NC=O

Last column: natural (NBO) charge in e.
Cartesian coordinates (Å):
H (2.37940, -0.78434, 0.05761)  0.3446
N (1.34269, -0.86359, -0.20619)  -0.6747
C (0.91706, 0.35286, -0.06813)  0.2687
N (-0.41244, 0.58962, -0.09450)  -0.6506
C (-1.38396, -0.42145, 0.01157)  0.5280
O (-2.62713, -0.26744, -0.15956)  -0.5700
H (1.59387, 1.27910, 0.15362)  0.1721
H (-0.82725, 1.51976, -0.14399)  0.4205
H (-0.98224, -1.40454, 0.44956)  0.1615